This record from the OMol25 dataset describes 9 unconnected molecules or ions with the total composition C33H81N3O9 at a distorted geometry. The level of theory is ωB97M-V with the def2-TZVPD basis set.

Each line ends with the Löwdin charge.
Geometry (Å):
O 15.466 20.956 15.210  -0.03
H 15.073 20.106 15.320  0.01
H 16.315 20.913 15.611  0.01
O 7.811 15.101 13.390  -0.06
H 7.852 14.505 14.176  0.03
H 6.883 15.127 13.165  0.03
O 6.398 14.152 16.167  -0.07
H 7.334 13.827 16.253  0.00
H 5.898 13.359 16.222  0.01
C 12.516 11.125 8.451  -0.02
C 12.976 10.017 9.443  -0.50
C 14.453 10.423 9.730  -0.14
C 15.168 9.716 10.888  -0.16
C 14.288 10.002 12.098  -0.14
C 12.846 9.518 11.914  -0.55
N 12.287 10.144 10.698  -0.07
O 10.985 9.578 10.519  -0.04
C 12.898 8.047 11.906  -0.04
C 12.060 10.011 13.105  -0.04
C 12.905 8.629 8.724  0.00
H 11.427 11.052 8.359  0.09
H 13.059 11.031 7.570  0.06
H 12.742 12.078 8.885  0.06
H 15.048 10.441 8.804  0.12
H 14.454 11.473 10.037  0.11
H 16.125 10.216 10.916  0.10
H 15.331 8.637 10.757  0.11
H 14.267 11.052 12.416  0.11
H 14.645 9.382 12.941  0.12
H 11.915 7.635 11.584  0.11
H 13.679 7.662 11.328  0.05
H 12.996 7.755 12.941  0.09
H 12.451 9.727 14.060  0.07
H 12.068 11.078 13.084  0.06
H 10.972 9.783 13.267  0.10
H 13.580 8.719 7.901  0.07
H 11.947 8.446 8.224  0.09
H 13.214 7.861 9.381  0.05
H 10.400 10.340 10.795  0.10
C 12.031 20.382 8.533  -0.02
C 11.640 18.873 8.202  -0.48
C 10.730 18.917 6.924  -0.13
C 10.480 17.523 6.354  -0.16
C 11.843 16.910 5.993  -0.13
C 12.778 16.883 7.192  -0.55
N 12.854 18.260 7.775  -0.12
O 13.721 18.157 8.828  -0.03
C 12.249 15.875 8.152  -0.04
C 14.186 16.538 6.774  -0.03
C 10.722 18.384 9.418  -0.01
H 11.161 21.004 8.266  0.08
H 12.876 20.705 7.885  0.10
H 12.446 20.443 9.514  0.06
H 9.772 19.381 7.151  0.11
H 11.191 19.671 6.298  0.12
H 10.022 17.592 5.398  0.10
H 9.897 16.893 6.998  0.09
H 12.286 17.548 5.256  0.11
H 11.793 15.874 5.570  0.14
H 12.397 14.922 7.706  0.07
H 12.808 15.929 9.114  0.09
H 11.140 16.008 8.442  0.09
H 14.533 17.272 6.083  0.08
H 14.877 16.515 7.592  0.07
H 14.291 15.547 6.236  0.11
H 10.185 17.439 9.255  0.07
H 10.016 19.180 9.492  0.07
H 11.359 18.529 10.247  0.06
H 13.218 17.669 9.526  0.10
C 17.015 12.775 17.278  0.00
C 16.380 11.967 16.062  -0.48
C 14.882 11.695 16.278  -0.14
C 14.024 12.961 16.159  -0.19
C 14.306 13.610 14.824  -0.14
C 15.831 13.893 14.507  -0.49
N 16.582 12.604 14.723  -0.11
O 17.935 12.843 14.567  -0.02
C 15.989 14.265 13.059  -0.05
C 16.268 15.122 15.336  -0.03
C 17.080 10.601 15.921  -0.06
H 17.638 13.587 16.975  0.06
H 17.696 12.074 17.771  0.08
H 16.224 13.128 17.891  0.06
H 14.511 10.929 15.544  0.13
H 14.798 11.259 17.257  0.11
H 14.180 13.688 16.961  0.10
H 12.954 12.699 16.331  0.11
H 13.709 14.510 14.564  0.10
H 14.044 12.802 14.053  0.12
H 15.540 13.566 12.346  0.08
H 15.478 15.249 12.892  0.09
H 17.003 14.452 12.726  0.08
H 16.020 14.990 16.373  0.06
H 17.323 15.353 15.208  0.09
H 15.701 15.958 14.982  0.07
H 18.195 10.706 15.884  0.09
H 16.821 10.164 14.922  0.09
H 16.719 9.907 16.703  0.09
H 18.250 12.245 13.896  0.10
C 9.620 11.374 17.615  -0.08
C 9.093 11.781 16.259  -0.27
O 8.926 13.213 16.029  -0.11
H 9.787 10.275 17.753  0.09
H 8.891 11.662 18.343  0.06
H 10.575 11.880 17.849  0.08
H 8.207 11.229 16.016  0.10
H 9.824 11.462 15.527  0.10
H 9.604 13.448 15.387  0.03
C 6.710 13.030 10.312  -0.08
C 7.461 11.777 10.625  -0.33
O 8.818 12.039 10.962  -0.12
H 5.678 12.704 9.924  0.11
H 7.188 13.585 9.512  0.07
H 6.541 13.523 11.272  0.06
H 7.498 11.006 9.863  0.11
H 7.032 11.350 11.530  0.12
H 9.201 12.730 10.351  0.11
C 11.958 14.537 12.194  -0.08
C 10.697 14.196 12.901  -0.28
O 10.919 13.978 14.308  -0.10
H 11.725 14.918 11.183  0.07
H 12.554 13.653 11.938  0.07
H 12.483 15.351 12.673  0.07
H 10.205 13.285 12.526  0.11
H 9.943 14.977 12.880  0.09
H 11.567 14.539 14.725  0.07

Computed properties:
- lowest unoccupied orbital energy (eV) = 0.23
- E_tot (eV) = -58426.840
- total charge = 0
- SMILES = CC1(C)CCCC(C)(C)N1O.CC1(C)CCCC(C)(C)N1O.CC1(C)CCCC(C)(C)N1O.CCO.CCO.CCO.O.O.O
- highest occupied orbital energy (eV) = -8.624
- energy above the lowest of the compared OMol25 structures with the same formula, charge and spin (kJ/mol) = 304.6
- frontier orbital gap (eV) = 8.854